C49H31I4N8RbS | ωB97M-V/def2-TZVPD

Each line ends with the Mulliken charge.
Positions of all 94 atoms, in Å:
Rb1 -1.5881 -0.3274 0.9021  0.905
I1 3.2319 0.6677 -9.1039  -0.103
C1 2.8128 0.1480 -7.0924  0.280
C2 3.6036 0.7643 -6.0958  -1.628
C3 3.0551 0.7254 -4.7981  0.564
C4 1.9943 -0.0699 -4.4755  -0.370
C5 1.5574 -1.1368 -5.4505  1.210
C6 1.7537 -0.6604 -6.8676  -1.348
C7 1.3671 -0.1964 -3.1721  -0.865
C8 2.0792 -0.4648 -2.0599  0.456
C9 3.5125 -0.6574 -1.9641  -1.394
C10 3.8602 -0.9719 -0.7057  -1.380
C11 2.7018 -0.9376 0.1695  -0.437
C12 2.6892 -0.9811 1.5242  1.475
C13 3.9535 -1.4912 2.1330  -0.396
C14 4.7492 -0.6707 2.9314  -0.055
C15 5.9327 -1.1370 3.4812  -0.734
C16 6.3211 -2.4471 3.2394  0.021
I2 8.1022 -3.1637 4.0765  0.021
C17 5.5487 -3.2875 2.4573  -0.751
C18 4.3687 -2.8000 1.9084  0.060
C19 1.7213 -0.4533 2.4774  0.041
N1 0.7840 0.4685 2.1407  -0.488
C20 0.2881 0.9595 3.3051  0.209
C21 -0.6429 2.0845 3.4085  1.292
C22 -0.8034 2.6399 4.7829  -0.667
C23 -2.0058 2.5294 5.4760  0.079
C24 -2.1652 3.0653 6.7491  -0.717
C25 -1.0971 3.7130 7.3427  0.029
I3 -1.3178 4.5274 9.2606  0.012
C26 0.1203 3.8301 6.6861  -0.703
C27 0.2568 3.2892 5.4177  -0.028
C28 -1.3225 2.7255 2.4065  -0.055
C29 -2.1152 3.9586 2.5693  -1.295
C30 -2.6208 4.2604 1.3653  -1.268
C31 -2.1598 3.2017 0.4256  0.772
N2 -1.3809 2.3427 1.0869  -0.392
C32 -2.5945 3.0985 -0.8983  0.589
C33 -2.2623 2.0738 -1.8722  -0.346
C34 -2.9197 1.8502 -3.0425  -0.970
C35 -2.1786 0.8435 -3.8457  -0.694
C36 -1.0862 0.4701 -2.8314  -0.552
N3 -1.0953 1.2186 -1.7749  -0.445
C37 -3.5547 4.1347 -1.3660  0.037
C38 -3.1548 5.4648 -1.5189  -0.334
C39 -4.0354 6.4578 -1.9255  -0.621
C40 -5.3490 6.1204 -2.2051  0.043
I4 -6.6912 7.6027 -2.8294  0.009
C41 -5.7851 4.8113 -2.0754  -0.720
C42 -4.8898 3.8390 -1.6545  -0.179
C43 0.8870 0.3057 4.4111  -1.054
C44 1.8039 -0.5957 3.8816  -1.445
N4 1.5722 -0.7102 -0.7213  0.871
H1 4.4064 1.4377 -6.3514  0.256
H2 3.4501 1.3983 -4.0411  0.599
H3 2.1984 -2.0438 -5.2583  0.184
H4 1.0883 -0.9681 -7.6603  0.211
H5 4.1689 -0.5539 -2.8119  0.595
H6 4.8648 -1.1380 -0.3502  0.439
H7 4.4251 0.3446 3.1196  0.556
H8 6.5459 -0.4866 4.0903  0.356
H9 5.8550 -4.3090 2.2766  0.357
H10 3.7531 -3.4439 1.2922  0.487
H11 -2.8354 2.0207 5.0006  0.435
H12 -3.1104 2.9735 7.2674  0.358
H13 0.9503 4.3405 7.1563  0.349
H14 1.2020 3.3680 4.8953  0.482
H15 -2.2447 4.5152 3.4858  0.392
H16 -3.2540 5.1004 1.1244  0.367
H17 -3.8493 2.2905 -3.3600  0.530
H18 -2.7566 0.0098 -4.2374  0.766
H19 -2.1230 5.7191 -1.3078  0.443
H20 -3.6954 7.4796 -2.0316  0.365
H21 -6.8143 4.5520 -2.2867  0.350
H22 -5.2358 2.8201 -1.5303  0.524
H23 0.6881 0.4866 5.4572  0.462
H24 2.4601 -1.2526 4.4331  0.522
N5 -0.2151 -2.4467 -0.6748  -0.818
C45 0.6268 -1.6542 -0.7006  0.327
C46 -1.8237 -3.0512 -5.8556  -1.233
C47 -0.3218 -2.8278 -5.9586  -0.306
C48 0.1870 -1.6725 -5.1333  0.079
N6 -0.5193 -1.3615 -4.1184  -0.758
N7 -0.0593 -0.2873 -3.3172  1.956
C49 -1.4553 1.5066 -5.0307  0.262
N8 -0.7061 2.5638 -4.6925  -0.095
S1 -1.5579 0.9603 -6.5815  -0.345
H25 -2.1335 -3.8737 -6.5046  0.427
H26 -2.3570 -2.1479 -6.1549  0.214
H27 -2.1145 -3.2833 -4.8321  0.282
H28 -0.0339 -2.6564 -6.9976  0.273
H29 0.2234 -3.7240 -5.6411  0.298
H30 -0.7721 2.8988 -3.7398  0.247
H31 -0.4880 3.2475 -5.3964  0.264

Its molecular weight is 1356.99 g mol⁻¹. Its energy relative to the best compared isomer or geometry (same formula, charge and spin) is 0.00 kcal/mol. The calculation puts the LUMO energy at 2.896 eV. Its charge is -2. The calculation puts the strongest force on any atom at 1.3 eV/Å. The calculation puts the HOMO energy at -1.0 eV.



C8H15N2OS | ωB97M-V/def2-TZVPD

Each line ends with the Mulliken charge.
Positions of all 27 atoms, in Å:
C1 -2.2702 -0.2220 0.0882  0.553
C2 0.3689 1.4784 1.6765  -0.533
C3 0.8874 0.0872 1.3293  -1.066
C4 0.7213 2.4454 0.5525  -0.504
C5 0.2776 -0.4177 0.0055  1.584
C6 0.4072 0.6818 -1.0294  0.181
C7 1.0905 -1.6365 -0.4740  -2.119
C8 0.2761 0.3720 -2.4698  -1.366
N1 -1.0953 -0.8903 0.1600  -0.162
N2 -3.3703 -0.9272 0.3844  -0.394
O1 0.8076 1.8569 -0.7449  -0.310
S1 -2.4229 1.3772 -0.3572  -0.332
H1 -0.7116 1.4413 1.8325  0.254
H2 0.8290 1.8247 2.6005  0.434
H3 1.9735 0.1216 1.2159  0.401
H4 0.6588 -0.6139 2.1308  0.331
H5 -0.0518 3.2155 0.4365  0.323
H6 1.6795 2.9472 0.7183  0.411
H7 1.1779 -2.3461 0.3457  0.479
H8 2.0972 -1.3437 -0.7583  0.455
H9 0.6050 -2.1257 -1.3141  0.526
H10 0.3311 1.2868 -3.0545  0.422
H11 -0.6739 -0.1255 -2.6630  0.322
H12 1.0634 -0.3035 -2.8066  0.363
H13 -1.1561 -1.8403 0.5052  0.329
H14 -3.3536 -1.9192 0.5627  0.187
H15 -4.2693 -0.4827 0.2945  0.230

Its molecular weight is 187.29 g mol⁻¹. Its energy relative to the best compared isomer or geometry (same formula, charge and spin) is 26.35 kcal/mol. The calculation puts the LUMO energy at -4.410 eV. Its charge is +1. The calculation puts the strongest force on any atom at 1.7 eV/Å. The calculation puts the HOMO energy at -12.3 eV.



C4H6O2 | ωB97M-V/def2-TZVPD

Each line ends with the Mulliken charge.
Positions of all 12 atoms, in Å:
C1 -1.3385 -0.3583 -0.3641  -1.286
C2 0.1773 -0.1563 -0.4384  0.330
C3 0.6486 1.2548 -0.0487  -0.162
O1 1.5748 1.5888 0.6760  -0.470
C4 0.9682 -0.8078 0.6600  -0.077
O2 0.4053 -1.1279 1.6872  -0.486
H1 -1.5893 -1.3970 -0.6149  0.323
H2 -1.7123 -0.1539 0.6432  0.318
H3 -1.8590 0.2987 -1.0691  0.384
H4 0.5985 -0.3661 -1.4294  0.345
H5 0.0601 2.1255 -0.3009  0.427
H6 2.0661 -0.9005 0.5990  0.354

Its molecular weight is 86.09 g mol⁻¹. Its energy relative to the best compared isomer or geometry (same formula, charge and spin) is 37.08 kcal/mol. The calculation puts the LUMO energy at 0.690 eV. Its charge is 0. As for the structure (SMILES): CC(C=O)C=O. The calculation puts the strongest force on any atom at 2.4 eV/Å. The calculation puts the HOMO energy at -9.7 eV.



no.,frontier orbital gap (eV)
1,3.90
2,7.87
3,10.40